No. 1
14
Properties=species:S:1:pos:R:3 method="wB97M-V/def2-TZVPD" gap_ev="3.18 / 5.90" e_above_lowest_kcal_mol=15.9 homo_energy_ev="-0.63 / -2.66" charge=-1 multiplicity=2
H -0.679 -1.942 1.862
H -1.721 -0.027 1.286
C 0.852 0.556 -0.691
O 2.064 0.637 -0.390
C -0.395 -1.276 0.003
C -1.254 -0.042 0.276
C -0.257 1.133 0.145
H 0.580 0.453 -1.767
K 4.372 0.925 -1.696
O 0.070 -1.833 1.264
H -2.031 0.040 -0.501
H 0.134 1.436 1.126
H -1.016 -2.033 -0.519
H -0.720 1.974 -0.400



No. 2
69
Properties=species:S:1:pos:R:3 method="wB97M-V/def2-TZVPD" gap_ev=5.02 e_above_lowest_kcal_mol=18.1 homo_energy_ev=-12.46 charge=+2
H -1.963 5.599 2.028
H -1.704 0.414 -3.068
C -0.657 0.685 -3.092
C -3.640 -2.432 -2.990
C 3.233 -0.604 0.475
H -0.405 -5.026 4.181
H 2.217 6.154 1.042
H -0.277 0.664 -4.107
C 1.995 -0.036 -2.629
H 0.436 5.889 2.647
H -0.540 1.674 -2.668
H 2.752 -1.661 3.019
C -1.640 -4.242 2.562
C -2.846 -3.940 0.346
H -4.785 -2.499 -1.175
N 1.366 4.441 0.551
H -2.717 3.609 2.223
C -1.242 -2.681 -2.769
H 1.729 -0.181 3.055
C 1.935 -3.167 0.591
H -2.473 2.705 0.697
H 1.950 0.276 -3.689
H -4.506 -2.225 -3.660
C 0.378 3.648 0.912
H 3.155 0.502 0.500
H 2.448 2.720 -0.108
H -2.514 -4.079 3.180
P 1.583 -1.302 0.902
O 0.719 2.374 0.695
N -0.822 3.997 1.380
C -3.830 -2.728 -1.661
H 3.967 -0.938 1.236
C -0.433 -4.606 3.145
C -0.451 -4.129 0.410
C 2.527 3.819 -0.092
H 0.929 -2.778 -2.792
H 1.752 -4.715 2.933
C -2.339 -2.420 -3.557
H -1.862 0.996 -0.435
H 0.969 -1.790 3.236
H 2.065 -3.305 -0.478
C 1.775 -1.236 2.744
N -0.450 -4.043 -0.936
H -2.190 -2.102 -4.615
H -0.073 7.202 1.585
H -1.398 -0.207 1.233
H 2.365 0.806 -2.024
Sn -0.391 0.812 0.289
H 2.589 4.167 -1.109
C -1.482 -3.468 -1.574
H -3.607 -3.358 0.946
H 1.062 6.220 -0.339
H 2.689 -0.887 -2.527
C 0.119 -2.104 -3.054
C -1.966 3.078 1.641
H 2.870 -3.421 1.100
C -1.692 -4.231 1.118
C 0.793 -3.957 1.146
C -2.799 -3.490 -0.991
H 3.544 -0.930 -0.533
H -1.504 5.631 0.284
P 0.336 -0.501 -2.032
C 1.236 5.874 0.685
H 0.223 -1.856 -4.121
C 0.796 -4.491 2.427
H 3.394 4.080 0.482
C 0.121 6.137 1.614
H -1.666 2.183 2.278
C -1.156 5.414 1.307



No. 3
21
Properties=species:S:1:pos:R:3 method="wB97M-V/def2-TZVPD" gap_ev=9.36 e_above_lowest_kcal_mol=0.0 homo_energy_ev=-12.80 charge=+1
C 2.922 0.642 2.066
H -1.216 2.728 3.010
H 4.010 0.688 3.927
H -0.948 4.269 2.137
N -0.794 3.864 -0.673
H -1.443 4.407 -0.098
H 0.853 2.374 -1.879
H 3.127 -0.840 3.619
H -0.643 4.119 -1.652
H 3.760 0.284 1.435
H -2.287 3.184 1.649
N 0.703 2.118 -0.900
C -1.249 3.215 2.021
I 1.172 -0.248 1.221
N -0.344 2.499 1.128
I 2.914 2.766 1.829
C 3.078 0.258 3.522
H 0.170 1.696 1.501
C -0.145 2.825 -0.144
H 1.203 1.320 -0.498
H 2.230 0.626 4.124



No. 4
51
Properties=species:S:1:pos:R:3 method="wB97M-V/def2-TZVPD" gap_ev=9.43 e_above_lowest_kcal_mol=0.0 homo_energy_ev=-9.15
N 0.890 1.899 -3.364
H 2.307 -0.108 -2.991
O 0.727 -3.342 1.181
C 3.374 1.671 1.581
H -4.299 1.936 0.623
C -1.149 -0.389 -1.352
H 1.492 -3.814 -1.632
H -3.060 0.437 -1.977
C 1.253 -2.797 0.218
C 0.373 1.467 2.226
C 1.068 0.693 1.089
C 2.109 -3.539 -0.780
C 2.537 0.406 1.428
H 1.396 -1.097 -0.953
H -1.152 1.584 -2.058
H 3.035 2.276 2.417
C -4.199 0.064 0.289
H 2.929 -2.918 -1.129
H 2.970 -0.200 0.631
H 1.846 2.075 -3.623
H 2.494 -4.447 -0.324
H -2.823 -1.246 -2.452
N -0.570 0.766 -1.988
H 1.046 1.294 0.175
H -0.375 3.433 2.714
H 3.319 2.274 0.675
H -0.569 0.981 2.487
H -0.593 2.984 1.023
H 0.185 -1.162 1.747
O -5.211 -0.153 0.897
H 2.583 -0.180 2.349
H 1.003 3.447 1.614
C -3.334 -0.985 -0.357
O -1.853 -2.685 0.350
H -0.613 -1.265 -1.720
N 1.444 -0.209 -2.469
C -1.074 -0.347 0.186
H 0.325 2.721 -3.228
C 0.316 -0.626 0.798
H -2.454 -1.210 1.652
C -2.167 -1.350 0.596
O -3.715 1.315 0.159
C -2.653 -0.524 -1.658
N 1.107 -1.491 -0.046
C 0.641 0.779 -2.596
C 0.086 2.922 1.871
H -1.408 0.642 0.504
H -3.944 -1.878 -0.498
H -1.050 -2.947 0.842
H 4.416 1.412 1.753
H 0.997 1.433 3.119



No. 5
19
Properties=species:S:1:pos:R:3 method="wB97M-V/def2-TZVPD" gap_ev=9.14 e_above_lowest_kcal_mol=58.1 homo_energy_ev=-8.19
H -0.321 0.607 2.169
H -1.856 -0.090 1.592
C 0.541 1.573 -0.299
H -1.568 1.653 1.457
H -2.286 -0.368 -0.811
H 2.581 -2.756 0.684
C 1.333 -0.984 0.485
C -1.091 0.668 1.395
H 1.279 1.653 0.501
O 0.166 -0.832 -0.084
H -2.072 1.362 -1.171
C -0.482 0.488 0.011
H 0.033 2.536 -0.420
C 1.849 -2.315 0.002
H 2.403 -2.043 -0.910
C -1.553 0.404 -1.066
H -1.095 0.142 -2.025
H 1.072 -3.039 -0.282
H 1.069 1.340 -1.229



No. 6
30
Properties=species:S:1:pos:R:3 method="wB97M-V/def2-TZVPD" gap_ev=7.87 e_above_lowest_kcal_mol=52.8 smiles="CC1=C([C@@H](C)O)N(c2ccccc2)CO1" homo_energy_ev=-7.12
H -0.636 2.846 0.265
H 3.974 0.258 0.276
C 1.896 1.126 0.263
H 3.358 0.820 1.768
H -0.921 -1.230 1.421
H -5.012 -1.080 0.488
H -2.878 -2.108 1.623
H 1.903 -1.585 -2.201
C -1.451 0.264 -0.165
C 0.011 2.227 -0.327
H -4.628 0.789 -1.115
C 3.335 1.088 0.665
O 1.362 2.396 0.241
H 1.673 -1.512 1.712
C 2.306 -1.674 -1.159
C 1.034 0.115 -0.090
O 1.236 -1.945 1.010
C -2.555 0.872 -0.742
H -2.425 1.802 -1.239
H 3.177 -1.088 -1.234
C -1.621 -0.846 0.683
C 1.166 -1.313 -0.267
H 3.703 2.102 0.436
H 2.585 -2.692 -0.899
N -0.200 0.763 -0.460
C -2.870 -1.224 1.012
C -3.821 0.384 -0.470
C -3.941 -0.669 0.386
H 0.216 -1.712 -0.611
H 0.024 2.826 -1.270



No. 7
28
Properties=species:S:1:pos:R:3 method="wB97M-V/def2-TZVPD" gap_ev=2.42 homo_energy_ev=-11.62 charge=+1
H 3.120 -1.289 0.170
O -0.405 0.875 0.766
Cd -3.884 -0.676 0.779
H -2.435 1.344 0.578
O -0.241 -1.582 -0.837
H 0.502 -1.393 1.603
H -0.393 1.224 -2.614
C 2.147 -1.765 0.293
H 1.973 0.488 2.126
H -1.009 2.709 -1.883
O 1.787 -1.582 -2.276
I 2.430 -3.758 -0.388
C 2.271 -0.498 2.486
S 0.286 1.467 -0.365
C -3.014 1.403 -0.358
C 1.571 -1.604 1.697
H 2.012 -0.577 3.543
O 0.935 2.724 -0.198
N 1.344 0.407 -0.952
H 1.665 -2.553 2.226
C -2.186 0.862 -1.511
H -1.884 -0.173 -1.313
S 1.113 -1.141 -1.073
H -3.436 2.409 -0.428
C -0.889 1.633 -1.729
H 3.359 -0.573 2.409
H -2.786 0.856 -2.424
H -3.952 0.760 -0.329



No. 8
16
Properties=species:S:1:pos:R:3 method="wB97M-V/def2-TZVPD" gap_ev=10.32 e_above_lowest_kcal_mol=51.3 smiles=CO[C@@H](C)CO homo_energy_ev=-9.29
O -1.403 1.432 0.332
H -0.708 1.203 0.973
H -1.712 0.633 -1.498
H 2.055 1.890 0.808
H 0.719 -2.409 0.714
C -1.439 0.293 -0.464
H -0.728 -1.632 1.334
H 2.538 0.806 -0.526
C 1.685 1.253 -0.001
C -0.170 -1.838 0.409
H 1.096 1.861 -0.692
H -2.201 -0.449 -0.187
O 0.878 0.256 0.591
C 0.042 -0.490 -0.260
H -0.776 -2.479 -0.229
H 0.125 -0.331 -1.305



No. 9
80
Properties=species:S:1:pos:R:3 method="wB97M-V/def2-TZVPD" gap_ev=5.64 homo_energy_ev=-12.54 charge=+2
H -3.733 -1.013 -2.026
C -3.552 2.603 -3.926
H 3.528 -1.233 3.577
H 5.616 -1.653 -2.622
C 0.970 0.618 4.058
H -0.142 1.799 7.003
O -0.260 -1.980 -3.580
O 4.855 -0.856 -0.460
N -2.238 -4.339 0.506
H -2.892 3.424 -3.641
C 4.627 -1.786 -3.034
H -5.830 1.328 -3.792
O 2.663 -1.104 -0.056
H 2.996 -2.745 -5.817
C 4.441 -2.227 -4.334
H -1.181 0.300 -4.243
H -1.582 1.759 3.688
N -1.782 -0.212 2.387
N -2.342 0.483 -2.501
O 1.991 2.033 0.472
N 2.262 -1.649 -2.720
H -3.097 -0.290 -5.516
H -2.008 0.557 4.928
C 3.501 -1.530 -2.262
H -5.532 0.527 -2.240
O -2.048 -1.153 2.923
H 5.287 -2.461 -4.963
Tl -0.069 -0.466 -1.289
C -1.289 -3.401 0.511
H -0.206 4.666 1.283
S 0.699 2.642 0.555
N -2.771 1.586 -4.640
H 1.119 -2.426 -6.214
H 4.858 -0.614 0.481
H -1.737 2.221 5.374
C 2.089 -2.052 -3.973
Se 0.483 0.281 2.277
H 3.186 2.047 8.033
H -3.612 1.112 -0.954
N -4.309 -0.109 -3.817
C 3.148 -2.373 -4.812
C -1.389 1.430 4.713
C -1.759 1.074 -3.732
C 0.060 1.140 4.992
H -4.441 0.858 -5.667
C -3.269 -0.596 -2.924
H 1.548 1.824 8.653
H -1.093 1.892 -3.438
H -3.187 -4.073 0.291
O 0.336 -2.369 -5.651
H 0.828 -3.403 0.150
N -4.188 2.059 -2.721
C 2.320 0.352 4.382
O -0.082 1.915 1.793
H 2.645 0.448 8.514
C 0.118 -3.854 0.837
C 2.326 1.377 8.039
H 0.241 -4.932 0.867
C 0.632 -2.134 -4.379
C 3.602 -1.139 -0.811
C -3.669 0.481 -4.996
C -3.149 1.540 -1.847
I 0.641 -3.165 2.791
H -2.036 -5.309 0.674
O -0.191 2.595 -0.557
H -2.692 -1.374 -3.425
C 1.851 1.113 6.642
C 0.538 1.385 6.269
C 0.798 4.263 1.199
C -5.055 0.947 -3.127
H 1.381 4.833 0.476
C 2.721 0.601 5.687
C 3.361 -0.166 3.423
H 3.751 0.406 5.959
H 3.113 -0.026 2.372
H 4.307 0.340 3.618
H -4.325 2.989 -4.591
H -2.483 2.351 -1.549
H 1.302 4.227 2.160
O -1.519 -2.214 0.287



What did the fifth record say?
19
Properties=species:S:1:pos:R:3 method="wB97M-V/def2-TZVPD" gap_ev=9.14 e_above_lowest_kcal_mol=58.1 homo_energy_ev=-8.19
H -0.321 0.607 2.169
H -1.856 -0.090 1.592
C 0.541 1.573 -0.299
H -1.568 1.653 1.457
H -2.286 -0.368 -0.811
H 2.581 -2.756 0.684
C 1.333 -0.984 0.485
C -1.091 0.668 1.395
H 1.279 1.653 0.501
O 0.166 -0.832 -0.084
H -2.072 1.362 -1.171
C -0.482 0.488 0.011
H 0.033 2.536 -0.420
C 1.849 -2.315 0.002
H 2.403 -2.043 -0.910
C -1.553 0.404 -1.066
H -1.095 0.142 -2.025
H 1.072 -3.039 -0.282
H 1.069 1.340 -1.229